Record 1
Formula: H29O14S
Source: OMol25
Level of theory: ωB97M-V with the def2-TZVPD basis set

Atoms and positions in Å:
1 S 1.08229 0.40254 1.73421
2 O -0.27307 -4.01612 2.33839
3 O -3.82120 -2.29077 1.24594
4 O -1.50480 -3.35602 -1.78195
5 O 1.18584 3.45440 -2.05437
6 O 3.81193 1.91833 0.16564
7 O 3.64107 -0.03533 -1.50322
8 O -1.88014 1.76539 2.40852
9 O 1.61651 -2.98584 -0.74085
10 O 1.64011 0.89071 -2.90998
11 O -1.33698 2.58658 -0.59064
12 O -3.95715 -1.42825 -1.31025
13 O 1.09605 4.01016 1.88710
14 O -0.86263 -0.44356 -1.26069
15 O -1.12191 -1.46063 2.12126
16 H -0.67287 -1.81961 1.36096
17 H 0.39875 3.60017 -1.48458
18 H -3.76916 -2.33370 -1.12001
19 H 2.96503 2.12563 0.62922
20 H -0.63575 -3.14554 2.61312
21 H -1.04316 1.91091 2.85412
22 H -3.30277 -1.42319 1.45304
23 H -1.54937 2.02031 -1.34883
24 H -2.18238 2.94681 -0.37264
25 H -0.93838 -0.50424 2.06975
26 H -4.13351 -0.93610 -0.52810
27 H -0.61967 -3.25737 -1.43202
28 H 1.53954 -2.22028 -0.18586
29 H 3.42808 0.45274 -0.69180
30 H 2.11366 -2.66549 -1.49188
31 H 4.57815 -0.05443 -1.67356
32 H 2.02411 3.78201 1.97802
33 H -1.94716 2.13481 1.52350
34 H -3.09258 -2.76491 0.82594
35 H 0.93568 0.31809 -2.67509
36 H 0.44595 -3.81968 1.72990
37 H 0.64419 3.21678 1.60579
38 H 1.06630 2.57130 -2.43835
39 H -1.75090 -0.46507 -0.87074
40 H 1.87553 0.10905 2.86762
41 H 2.36981 0.74262 -2.26394
42 H 3.93630 2.74242 -0.30964
43 H -0.33139 0.09872 -0.58838
44 H -1.66796 -2.37438 -1.78468

Calculated values
Total charge   -1
Orbital gap   7.29 eV
Energy relative to the best compared isomer or geometry (same formula, charge and spin)   56.4 kcal per mole
E_LUMO   2.2 eV
Calculated total energy   -1469.0116 hartree

Record 2
Formula: C3H5NO2
Source: OMol25
Level of theory: ωB97M-V with the def2-TZVPD basis set

Atoms and positions in Å:
1 O -0.76017 0.18119 -0.78358
2 O 0.46145 0.61359 1.04358
3 N -1.61570 1.58536 0.90103
4 C 1.05132 -0.47541 0.41588
5 C -0.73322 0.84894 0.39817
6 C 0.54507 -0.39635 -0.99464
7 H 1.51642 -1.28838 0.98712
8 H 0.44179 -1.38782 -1.42250
9 H 1.08658 0.26653 -1.68182
10 H 0.42692 -1.61196 0.85280
11 H -2.42045 1.66430 0.28396

Calculated values
Total charge   0
Orbital gap   10.31 eV
Energy relative to the best compared isomer or geometry (same formula, charge and spin)   91.8 kcal per mole
E_LUMO   0.6 eV
Calculated total energy   -322.4280 hartree

Record 3
Formula: C24H19FeN4O4S2
Source: OMol25
Level of theory: ωB97M-V with the def2-TZVPD basis set

Atoms and positions in Å:
1 Fe 0.07967 0.81945 -0.92508
2 S 0.98214 1.90976 1.61320
3 S 4.22094 0.52714 -2.54531
4 O -3.46421 2.28035 0.82060
5 O -1.87123 1.15488 -0.34078
6 O 1.92049 2.80357 2.21937
7 O 1.52563 0.78583 0.83766
8 N 0.05331 2.62915 0.52854
9 N -0.99999 0.12114 -2.88827
10 N 1.01235 -1.21495 -0.91671
11 N -2.99628 -3.08651 -6.69208
12 C -2.80651 -1.18109 -3.74792
13 C -2.32968 2.08228 0.44447
14 C 2.30744 -1.06557 -1.25088
15 C -0.23668 0.79675 5.26183
16 C -1.50463 -0.48811 3.68455
17 C -2.04582 -1.51982 -4.85704
18 C 2.63619 0.17906 -1.93022
19 C -0.90710 0.19028 2.63787
20 C 3.72378 2.09260 -3.00827
21 C 2.84244 -3.14892 -0.19922
22 C 3.24421 -2.03926 -0.91156
23 C -1.16695 -0.20792 5.00632
24 C -0.27570 -0.20248 -3.96211
25 C 1.50584 -3.28776 0.15731
26 C 1.76835 1.22322 -2.08335
27 C 0.36566 1.49273 4.22592
28 C 0.63236 -2.29536 -0.22594
29 C -2.57985 -2.38960 -5.88016
30 C -0.75692 -1.01588 -4.97099
31 C -1.78120 -0.97942 6.14486
32 C 0.02964 1.17835 2.91569
33 C 2.41700 2.33059 -2.70351
34 C -1.23474 3.10320 0.93210
35 C -2.24424 -0.35592 -2.79081
36 H -2.79925 -0.04767 -1.91224
37 H -0.42354 -2.36054 0.01236
38 H 4.28204 -1.90434 -1.18539
39 H 0.02689 1.02841 6.28796
40 H 0.72554 0.20680 -3.99992
41 H -1.16898 -0.04237 1.61456
42 H 1.93259 3.27472 -2.91877
43 H -2.17202 -1.93937 5.80791
44 H -1.50167 4.02711 0.41946
45 H -2.60433 -0.41883 6.59376
46 H 1.10790 2.25844 4.40855
47 H -1.38481 3.20500 2.00641
48 H 4.43069 2.75568 -3.48584
49 H -3.81506 -1.55182 -3.63625
50 H -0.14023 -1.25705 -5.82472
51 H -1.04173 -1.16181 6.92471
52 H 1.15503 -4.13907 0.72341
53 H 3.56638 -3.89999 0.09057
54 H -2.24114 -1.25508 3.47337

Calculated values
Total charge   0
Orbital gap (spin up / spin down)   7.57 / 6.92 eV
E_LUMO (spin up / spin down)   -0.8 / -1.5 eV
<S²>   8.761
Calculated total energy   -3506.0093 hartree
2S+1   6

Record 4
Formula: C25H20N2O2
Source: OMol25
Level of theory: ωB97M-V with the def2-TZVPD basis set

Atoms and positions in Å:
1 O -1.89459 2.05768 1.85818
2 O 1.63190 4.60080 3.38247
3 N 1.78602 -2.60026 2.38160
4 N 0.13531 3.06143 2.42932
5 C -1.23950 2.94062 2.41108
6 C -3.13277 4.34492 3.65765
7 C 1.47658 3.00046 -0.36721
8 C 3.81207 3.64386 -0.28592
9 C -0.97245 -0.98421 4.32352
10 C -0.31517 -2.04428 3.67774
11 C 3.03649 1.73917 1.02708
12 C 4.06714 2.62327 0.60236
13 C -0.75054 4.77215 3.73568
14 C -2.20894 6.12132 5.07682
15 C 0.78577 0.57672 3.65865
16 C 0.49828 4.16827 3.16695
17 C 3.39850 0.60021 1.77134
18 C 2.27474 4.85887 -1.86055
19 C -3.31412 5.39620 4.57956
20 C 2.80390 -1.86937 1.84137
21 C 1.38048 -0.43513 2.93014
22 C 1.75549 -4.05071 2.40908
23 C -1.82467 4.04548 3.25722
24 C 1.70819 2.01275 0.57544
25 C -0.90824 5.81242 4.64940
26 C 2.52939 3.80683 -0.83036
27 C 2.58508 -0.49393 2.11982
28 C -0.43933 0.31654 4.29447
29 C 0.86670 -1.74909 3.01693
30 H 0.81422 -4.35432 2.87025
31 H 4.60349 4.33750 -0.56563
32 H 4.47212 0.46531 1.94497
33 H -2.36689 6.92643 5.79774
34 H 1.30062 1.53134 3.70646
35 H 0.88409 1.44395 0.99775
36 H 0.45581 3.17430 -0.71413
37 H -3.98485 3.78337 3.26307
38 H -1.90269 -1.13999 4.87293
39 H -4.31710 5.66075 4.92234
40 H 1.96047 4.43466 -2.82558
41 H 2.59878 -4.45293 2.99203
42 H 3.18678 5.43960 -2.02389
43 H 1.48695 5.54430 -1.52496
44 H -0.03197 6.35303 5.00946
45 H -0.97306 1.14374 4.76398
46 H 5.07268 2.46673 0.99146
47 H 1.83613 -4.46005 1.39281
48 H -0.70320 -3.06409 3.66602
49 H 3.59933 -2.31862 1.25852

Calculated values
Total charge   0
Orbital gap   5.48 eV
Energy relative to the best compared isomer or geometry (same formula, charge and spin)   38.0 kcal per mole
E_LUMO   -2.2 eV
Calculated total energy   -1224.5964 hartree

Record 5
Formula: C20H28NO2Zr
Source: OMol25
Level of theory: ωB97M-V with the def2-TZVPD basis set

Atoms and positions in Å:
1 Zr 0.34291 -0.61173 1.11612
2 O -0.03023 1.27889 -0.56871
3 O -0.28683 -1.55983 -1.71924
4 N -0.04029 -1.44145 5.58058
5 C 1.28792 1.43378 1.80368
6 C -0.36851 -1.28050 4.46583
7 C -0.93265 -1.19265 3.16229
8 C -1.97398 -0.45462 1.23694
9 C -2.11510 1.43227 -1.82607
10 C 2.81828 -0.31161 1.88605
11 C 1.31136 -2.84763 -3.02154
12 C -0.36000 -1.08334 -3.14306
13 C 0.14060 3.03483 -1.82587
14 C -1.42729 -0.05221 2.49494
15 C -1.10264 2.29872 -1.05444
16 C -1.72571 -1.87329 1.11283
17 C 2.42780 0.86986 1.15615
18 C 0.92253 1.73053 -1.64426
19 C 0.90181 -2.36373 -1.62296
20 C 2.05045 -0.35165 3.09205
21 C 1.15611 0.77611 3.06617
22 C 0.53698 -1.94302 -4.04278
23 C -1.06904 -2.29681 2.30033
24 C -1.69833 3.06128 0.21933
25 H 0.50944 3.87601 -1.20340
26 H 1.23939 -1.36916 -4.69561
27 H 1.69196 -1.71052 -1.15068
28 H -2.70641 0.15823 0.68653
29 H -1.41279 -0.98560 -3.52239
30 H -1.01840 -3.31808 2.65712
31 H 0.74136 2.31714 1.48023
32 H 2.20351 -0.97741 3.98230
33 H 1.97951 1.80767 -1.40660
34 H -2.79144 2.06704 -2.37994
35 H -0.85739 3.58601 0.72128
36 H -2.77869 0.85315 -1.14455
37 H 0.16401 3.42454 -2.84336
38 H -2.12317 -2.50736 0.30996
39 H -1.67674 0.66550 -2.48333
40 H -2.41276 3.87045 -0.06238
41 H 3.03917 1.36201 0.38516
42 H -2.19626 2.39566 0.95773
43 H 0.04356 -0.06702 -3.18494
44 H -1.60094 0.85169 3.03140
45 H 3.69393 -0.94196 1.66691
46 H 0.84582 0.99478 -2.44790
47 H 0.61411 1.22523 3.88956
48 H -0.14384 -2.49452 -4.71760
49 H 1.08209 -3.91658 -3.18150
50 H 2.40486 -2.75329 -3.15411
51 H 0.68497 -3.22137 -0.98249
52 H 0.01504 -1.44446 6.56826

Calculated values
Total charge   +1
Orbital gap (spin up / spin down)   5.26 / 5.27 eV
E_LUMO (spin up / spin down)   -2.9 / -2.9 eV
Calculated total energy   -1030.7306 hartree

Record 6
Formula: H24O12
Source: OMol25
Level of theory: ωB97M-V with the def2-TZVPD basis set

Atoms and positions in Å:
1 O -9.50432 1.57589 -0.83167
2 O -8.10623 3.87618 0.08743
3 O -6.68320 3.92401 4.00541
4 O -6.60727 0.63109 -1.83060
5 O -3.35069 2.85429 0.70615
6 O -3.74331 2.60678 3.92150
7 O -5.49375 0.86663 4.61546
8 O -5.37268 -1.87444 2.63753
9 O -3.97877 1.39320 -1.62621
10 O -7.92033 -0.32240 1.89980
11 O -6.03231 2.13479 1.58261
12 O -5.76821 5.45237 1.64273
13 H -6.21789 5.34901 0.80407
14 H -7.57087 4.61054 -0.21313
15 H -3.60684 0.51528 -1.71075
16 H -8.51830 -0.11910 2.61905
17 H -5.35452 -1.67918 3.57443
18 H -4.84102 5.51094 1.41227
19 H -6.32922 4.64286 3.48177
20 H -8.46034 -0.79221 1.26426
21 H -8.86764 2.28165 -0.71869
22 H -6.58042 3.15025 3.45137
23 H -4.87791 1.24570 -1.33290
24 H -3.54346 2.36697 3.01663
25 H -4.69573 1.32860 4.35858
26 H -5.83299 -1.13185 2.24650
27 H -3.42993 2.43549 -0.15092
28 H -10.34715 2.02306 -0.90860
29 H -7.31557 1.24926 -1.65057
30 H -8.66872 4.25087 0.76526
31 H -6.43397 2.53273 0.81024
32 H -4.19390 2.69468 1.13012
33 H -6.19516 1.50248 4.47423
34 H -2.92005 2.95363 4.26527
35 H -6.56857 1.36220 1.76085
36 H -6.69005 0.43652 -2.76415

Calculated values
Total charge   -1
Orbital gap (spin up / spin down)   3.09 / 10.35 eV
Energy relative to the best compared isomer or geometry (same formula, charge and spin)   10.4 kcal per mole
E_LUMO (spin up / spin down)   2.8 / 2.7 eV
<S²>   0.751
Calculated total energy   -917.2771 hartree
2S+1   2